Below is 5 unconnected molecules or ions with the total composition C43H87ClO20P4, with properties calculated with ωB97M-V/def2-TZVPD.

As for the SMILES: CC[C@@H](Cl)C1=CC(=O)C=C(CCCCCCCCOC(C)=O)C1=O.CCOP(=O)(OCC)OCC.CCOP(=O)(OCC)OCC.CCOP(=O)(OCC)OCC.CCOP(=O)(OCC)OCC. For the HOMO energy, the calculation gives -9.990 eV.

Structure (XYZ):
```
155
Properties=species:S:1:pos:R:3:forces:R:3:lowdin_charge:R:1
C 0.33191 1.34110 4.81655 0.67 0.61 0.24 -0.160
C 1.54201 1.42600 3.74347 -0.29 -1.23 1.21 -0.248
C 1.24664 0.39774 2.55055 1.50 1.40 -0.45 -0.575
Cl 0.45251 -1.13843 3.21815 0.47 1.09 -0.85 0.628
C 0.48935 1.01128 1.29464 -0.57 -1.89 -2.47 -0.105
C 0.48305 0.21213 0.11132 -0.09 1.40 1.40 0.060
C -0.25042 0.61291 -1.23056 -0.57 -0.11 -1.49 -0.284
O -0.05096 0.02711 -2.33089 -0.54 1.82 3.91 0.021
C -1.32548 1.79710 -1.11648 1.30 0.52 2.77 0.053
C -1.32326 2.63617 0.03992 -0.21 -1.79 -2.66 -0.084
C -2.39779 3.82016 0.04238 0.00 -0.56 0.24 -0.158
C -3.04799 4.12863 1.47269 0.48 1.91 -0.49 -0.204
C -4.51091 4.81131 1.28366 0.32 -0.77 0.66 -0.206
C -5.58060 3.79861 1.91197 -0.53 1.45 -0.28 -0.236
C -7.10875 4.20542 1.65059 -0.23 -0.78 0.64 -0.210
C -8.00900 3.17531 2.53109 0.49 -0.09 -1.25 -0.229
C -9.44013 2.87087 1.88413 -0.15 -0.23 1.24 -0.162
C -10.14716 1.76183 2.84197 1.84 0.48 0.34 -0.179
O -10.81365 0.74450 2.04316 1.44 -1.45 0.35 -0.081
C -10.13228 -0.50569 2.13012 0.49 -2.22 1.64 -0.416
C -9.47030 -1.07975 0.78327 -0.60 0.44 0.18 -0.001
O -10.04485 -1.17943 3.17900 -0.46 2.87 -3.32 0.061
C -0.25905 2.40094 1.22610 -0.50 2.00 0.37 -0.209
O -0.08144 3.37655 1.98963 -0.19 -3.23 -1.91 0.058
H 0.54904 0.46279 5.52419 -0.66 1.25 -1.21 0.065
H 0.33358 2.28037 5.46548 -0.07 -1.17 -0.94 0.076
H -0.69114 1.23847 4.31134 1.51 0.09 0.80 0.071
H 2.47304 1.02146 4.29168 -1.36 0.66 -0.92 0.116
H 1.79015 2.48472 3.41721 -0.62 -1.49 0.07 0.101
H 2.27441 0.04650 2.16613 -1.77 0.39 0.45 0.116
H 1.03846 -0.79360 0.10361 -0.94 1.70 -0.06 0.138
H -2.07133 1.96066 -1.95598 1.23 -0.31 1.09 0.116
H -1.96036 4.76574 -0.44911 -0.53 -1.39 0.98 0.135
H -3.25465 3.49036 -0.65046 1.37 0.27 0.89 0.111
H -3.06277 3.20855 2.13994 -0.11 1.18 -0.89 0.114
H -2.39842 4.94731 1.95925 -0.78 -1.64 -0.48 0.112
H -4.67814 5.02472 0.17682 0.00 -0.38 1.38 0.105
H -4.56157 5.82207 1.83310 0.07 -1.58 -0.81 0.116
H -5.41677 2.75977 1.46936 -0.14 1.26 0.81 0.118
H -5.42637 3.82541 3.05486 -0.07 -0.44 -1.75 0.129
H -7.35659 4.11253 0.53398 0.30 0.05 1.58 0.114
H -7.36772 5.26602 1.97540 0.61 -1.23 -0.46 0.112
H -8.08238 3.51954 3.61505 0.00 -0.34 -1.42 0.121
H -7.40532 2.19202 2.53511 -1.05 1.30 0.11 0.109
H -10.09605 3.81554 1.87008 1.05 -1.38 -0.23 0.118
H -9.30729 2.44933 0.82666 -0.29 0.62 1.55 0.118
H -10.80295 2.23871 3.64282 0.44 -0.77 -1.37 0.134
H -9.29270 1.23613 3.41260 -1.37 0.83 -0.72 0.120
H -10.31504 -1.24505 0.01715 1.45 0.42 1.04 0.097
H -8.68308 -0.34972 0.38847 -1.34 -0.82 0.43 0.084
H -8.94013 -2.06856 0.98466 -0.97 1.40 0.00 0.089
C 0.04283 -2.34830 -4.98560 -0.14 0.02 0.11 -0.081
C -0.50000 -3.20727 -6.11064 0.25 -0.38 0.21 -0.295
O -1.71855 -2.68936 -6.62852 0.79 0.81 0.68 -0.228
P -1.72488 -1.49683 -7.79452 -4.07 -8.48 0.22 0.727
O -0.59462 -2.12716 -8.62124 0.81 4.35 0.51 -0.262
O -2.97347 -2.09679 -8.69646 0.14 1.71 0.05 -0.224
C -2.80160 -2.41300 -10.07099 0.03 -0.25 -0.40 -0.301
C -2.52098 -3.89480 -10.23612 -0.01 -0.18 0.06 -0.074
O -2.95046 -0.75385 -6.86821 2.17 1.80 -1.48 -0.199
C -2.67803 -0.24642 -5.57408 0.12 0.30 0.57 -0.294
C -1.74794 0.94670 -5.61320 -0.15 0.27 -0.02 -0.074
H 0.21447 -1.32234 -5.32291 0.10 -0.03 0.01 0.066
H 0.98482 -2.75154 -4.60795 -0.02 0.04 -0.04 0.082
H -0.66472 -2.30721 -4.15343 0.11 0.01 -0.04 0.071
H 0.25643 -3.33260 -6.88759 -0.15 0.14 -0.13 0.085
H -0.71760 -4.20730 -5.72398 -0.18 0.07 -0.07 0.121
H -2.02032 -1.79910 -10.52579 0.03 -0.16 0.11 0.104
H -3.73620 -2.16306 -10.58184 -0.01 0.05 0.18 0.115
H -1.65194 -4.20642 -9.65514 0.07 0.15 -0.07 0.064
H -2.34639 -4.14156 -11.28677 -0.03 0.03 0.06 0.077
H -3.36853 -4.48426 -9.87567 0.01 0.09 -0.08 0.078
H -2.29645 -1.03454 -4.92518 0.12 -0.07 -0.17 0.095
H -3.63676 0.06158 -5.14677 -0.08 -0.07 -0.30 0.127
H -0.80373 0.69944 -6.10710 0.08 -0.08 0.11 0.066
H -1.53372 1.29812 -4.60097 0.11 -0.08 -0.09 0.065
H -2.20170 1.76619 -6.17726 0.01 -0.07 0.04 0.082
C 5.25472 7.46783 6.95847 -0.18 0.02 -0.08 -0.081
C 5.60018 6.13422 7.59229 -0.01 0.17 0.45 -0.297
O 5.24317 5.04070 6.75607 0.07 1.21 -0.54 -0.234
P 6.26088 4.50716 5.54616 -4.15 -4.51 7.09 0.720
O 7.52918 4.62046 6.39546 0.80 1.76 -3.97 -0.248
O 6.01341 2.88638 5.75888 0.32 0.54 -1.58 -0.229
C 7.09466 2.00790 6.03923 0.30 -0.31 0.25 -0.303
C 7.19699 1.76375 7.53297 -0.08 0.00 0.17 -0.076
O 4.85690 4.42692 4.56895 2.72 0.95 -1.29 -0.207
C 4.14270 5.59829 4.21530 -0.26 0.47 -0.23 -0.298
C 4.93919 6.49080 3.28814 -0.03 -0.04 -0.25 -0.080
H 5.75933 7.58711 5.99557 0.08 0.05 0.06 0.065
H 5.54819 8.29444 7.60890 0.03 -0.05 -0.03 0.080
H 4.17889 7.54477 6.77860 0.08 0.02 0.04 0.074
H 6.65554 6.11134 7.86862 0.00 -0.15 -0.17 0.102
H 5.03256 6.02281 8.52067 -0.06 -0.14 -0.12 0.120
H 8.03231 2.38628 5.62493 -0.08 0.07 0.17 0.104
H 6.88508 1.06146 5.53188 -0.14 0.12 -0.04 0.114
H 7.30295 2.69750 8.08641 0.13 0.03 -0.13 0.070
H 8.05124 1.12165 7.76318 -0.06 0.03 -0.03 0.077
H 6.28802 1.28043 7.90185 0.08 -0.03 -0.09 0.077
H 3.81384 6.13204 5.10688 0.19 -0.06 0.10 0.093
H 3.23207 5.27318 3.70373 0.16 -0.26 0.03 0.124
H 5.89716 6.77427 3.73393 -0.03 0.09 0.10 0.063
H 4.37738 7.39845 3.05452 0.10 -0.03 0.03 0.085
H 5.16084 5.96927 2.35332 -0.04 0.04 0.07 0.082
C 0.90972 -2.67482 10.68560 0.03 -0.17 0.12 -0.081
C 1.22313 -2.81898 9.20892 0.34 0.36 0.04 -0.297
O 0.77268 -4.06386 8.68966 -0.85 0.26 0.98 -0.225
P -0.80139 -4.26915 8.17495 7.53 -1.64 -4.55 0.712
O -0.93545 -2.92280 7.45884 -3.19 -0.72 2.74 -0.253
O -0.49613 -5.18627 6.83410 -1.28 -0.23 0.88 -0.225
C -0.92354 -4.76815 5.54533 0.03 0.16 -0.46 -0.297
C 0.21215 -4.07437 4.81752 0.16 -0.02 0.01 -0.106
O -0.81249 -5.76501 8.99745 -2.34 2.02 0.02 -0.200
C -0.70279 -5.82332 10.40766 -0.04 -0.07 0.64 -0.300
C -1.91772 -5.24275 11.09877 -0.19 -0.15 0.04 -0.081
H -0.16516 -2.75953 10.86870 0.00 0.11 -0.02 0.064
H 1.25091 -1.70831 11.06237 -0.05 -0.02 -0.04 0.080
H 1.40563 -3.45792 11.26566 -0.01 0.07 -0.04 0.075
H 0.81643 -1.97208 8.65378 -0.15 -0.17 -0.10 0.102
H 2.30778 -2.79058 9.07006 -0.07 -0.18 -0.07 0.120
H -1.81239 -4.13544 5.60668 0.19 0.05 0.04 0.105
H -1.21341 -5.66579 4.99104 0.05 -0.06 0.18 0.116
H 0.60087 -3.23105 5.38947 -0.18 0.04 0.02 0.056
H -0.11791 -3.71222 3.84066 0.00 -0.10 0.06 0.033
H 1.04682 -4.76526 4.66934 -0.12 -0.01 -0.04 0.081
H 0.21850 -5.34579 10.74108 0.00 0.17 -0.15 0.095
H -0.61106 -6.88003 10.67442 -0.05 0.00 -0.30 0.127
H -2.09094 -4.20608 10.79542 0.09 0.07 0.06 0.063
H -1.79297 -5.27570 12.18388 -0.03 0.07 -0.08 0.084
H -2.81436 -5.80962 10.83486 0.08 0.03 0.03 0.082
C 3.12985 -1.11528 -8.75723 0.01 -0.18 0.12 -0.082
C 4.30157 -0.96460 -9.70791 0.02 0.54 0.18 -0.297
O 4.83903 -2.22201 -10.08762 -1.18 -0.18 0.24 -0.226
P 4.19007 -3.11545 -11.33332 8.42 2.64 1.14 0.711
O 3.95501 -1.94874 -12.29596 -3.46 -2.41 0.52 -0.252
O 5.60263 -3.65388 -12.00302 -1.25 -0.91 -0.02 -0.227
C 5.91744 -3.39293 -13.36349 0.21 0.19 -0.36 -0.305
C 6.81837 -2.17687 -13.46840 0.13 0.12 0.07 -0.077
O 4.33813 -4.48036 -10.32046 -2.49 0.46 -1.81 -0.200
C 3.58646 -4.58639 -9.12411 -0.33 -0.12 0.51 -0.296
C 2.10746 -4.74226 -9.39065 -0.14 -0.23 -0.09 -0.077
H 2.33114 -1.71053 -9.20855 -0.07 0.13 0.00 0.058
H 2.72262 -0.13942 -8.48401 -0.01 -0.03 -0.06 0.079
H 3.43996 -1.62153 -7.83869 -0.02 0.07 -0.04 0.074
H 4.00813 -0.36313 -10.56985 0.03 -0.21 -0.15 0.104
H 5.10478 -0.41742 -9.20556 0.07 -0.17 -0.05 0.119
H 5.01315 -3.28098 -13.96666 0.08 0.14 0.12 0.103
H 6.44699 -4.26934 -13.74895 -0.05 -0.04 0.18 0.114
H 6.36741 -1.30117 -13.00022 -0.15 -0.06 -0.10 0.070
H 7.03337 -1.94276 -14.51443 -0.01 -0.03 0.06 0.076
H 7.76402 -2.35911 -12.95033 -0.06 -0.07 -0.09 0.077
H 3.79295 -3.74263 -8.46568 0.01 0.15 -0.17 0.094
H 3.94877 -5.47596 -8.60076 0.16 0.00 -0.27 0.127
H 1.71568 -3.91094 -9.98417 -0.03 0.12 0.12 0.065
H 1.55137 -4.79513 -8.45145 -0.02 0.07 -0.10 0.074
H 1.92004 -5.65816 -9.95753 0.01 0.05 0.06 0.083
```
Positions in Å, forces in eV/Å.